# 1
{
  "formula": "C48H39F9FeN6OPS",
  "method": "ωB97M-V/def2-TZVPD",
  "elements": ["Fe", "N", "C", "C", "C", "C", "C", "C", "C", "C", "N", "C", "H", "H", "H", "H", "H", "H", "H", "H", "C", "C", "N", "C", "C", "C", "S", "N", "C", "O", "C", "C", "C", "C", "C", "C", "H", "H", "H", "H", "H", "H", "H", "H", "H", "H", "H", "H", "H", "H", "H", "N", "C", "C", "C", "C", "C", "N", "C", "H", "H", "H", "H", "F", "C", "F", "F", "C", "C", "C", "C", "C", "C", "P", "C", "C", "C", "C", "C", "C", "C", "F", "F", "F", "C", "C", "C", "C", "C", "C", "C", "F", "F", "F", "H", "H", "H", "H", "H", "H", "H", "H", "H", "H", "H", "H"],
  "xyz": [[0.60, -1.16, 0.83], [0.84, -2.27, 2.59], [-0.38, -2.94, 2.97], [-0.63, -3.48, 4.20], [-1.84, -4.18, 4.43], [-2.76, -4.32, 3.43], [-2.52, -3.74, 2.15], [-3.43, -3.82, 1.08], [-3.13, -3.19, -0.10], [-1.93, -2.46, -0.20], [-1.06, -2.36, 0.79], [-1.33, -3.03, 1.95], [1.54, -2.98, 2.36], [1.24, -1.77, 3.38], [0.11, -3.41, 4.99], [-2.02, -4.61, 5.40], [-3.68, -4.86, 3.60], [-4.36, -4.36, 1.19], [-3.79, -3.22, -0.95], [-1.67, -1.94, -1.11], [5.25, -0.12, -3.02], [5.22, -1.56, -2.51], [4.67, -1.67, -1.14], [5.63, -1.70, -0.03], [5.90, -0.33, 0.58], [3.35, -1.71, -0.98], [2.76, -1.85, 0.66], [2.60, -1.70, -2.08], [1.29, -1.62, -2.08], [0.53, -1.29, -1.10], [0.64, -1.89, -3.38], [1.26, -1.45, -4.55], [0.64, -1.61, -5.77], [-0.60, -2.24, -5.84], [-1.20, -2.72, -4.69], [-0.59, -2.53, -3.46], [5.60, -0.11, -4.05], [5.91, 0.51, -2.43], [4.24, 0.31, -3.00], [6.22, -1.98, -2.47], [4.62, -2.18, -3.16], [6.55, -2.12, -0.43], [5.27, -2.40, 0.72], [6.31, 0.36, -0.15], [6.62, -0.43, 1.39], [4.98, 0.09, 0.99], [2.23, -0.97, -4.48], [1.12, -1.25, -6.67], [-1.09, -2.37, -6.80], [-2.15, -3.24, -4.75], [-1.04, -2.95, -2.57], [4.49, 3.75, 0.18], [3.83, 3.15, 0.90], [2.97, 2.36, 1.74], [2.81, 2.60, 3.10], [1.94, 1.78, 3.80], [1.29, 0.76, 3.14], [1.49, 0.49, 1.84], [2.30, 1.30, 1.16], [3.34, 3.41, 3.59], [1.75, 1.94, 4.85], [0.55, 0.17, 3.66], [2.45, 1.07, 0.11], [-5.82, 2.35, 4.73], [-5.71, 1.09, 4.29], [-6.86, 0.77, 3.70], [-5.55, 0.30, 5.35], [-4.55, 0.96, 3.32], [-3.50, 0.11, 3.58], [-2.46, 0.01, 2.66], [-2.48, 0.75, 1.48], [-3.54, 1.64, 1.25], [-4.58, 1.74, 2.16], [-1.05, 0.72, 0.35], [-0.46, 2.46, 0.54], [-0.64, 3.07, 1.78], [-0.18, 4.36, 2.00], [0.47, 5.04, 0.99], [0.64, 4.45, -0.25], [0.18, 3.17, -0.48], [1.01, 6.43, 1.22], [2.35, 6.40, 1.25], [0.61, 6.94, 2.39], [0.65, 7.27, 0.25], [-1.73, 0.65, -1.34], [-3.10, 0.43, -1.56], [-3.59, 0.36, -2.85], [-2.73, 0.51, -3.93], [-1.38, 0.71, -3.73], [-0.88, 0.75, -2.44], [-3.30, 0.45, -5.33], [-4.05, 1.53, -5.59], [-4.09, -0.63, -5.47], [-2.35, 0.37, -6.26], [-3.48, -0.47, 4.49], [-1.63, -0.64, 2.88], [-3.55, 2.26, 0.37], [-5.40, 2.42, 1.98], [-1.16, 2.56, 2.58], [-0.34, 4.84, 2.96], [1.13, 5.00, -1.05], [0.30, 2.75, -1.46], [-3.78, 0.32, -0.74], [-4.65, 0.20, -3.02], [-0.71, 0.79, -4.57], [0.19, 0.84, -2.30]],
  "lumo_ev": [-7.0, -6.0],
  "energy_ev": -140356.066,
  "homo_ev": [-13.84, -13.83],
  "orbital_gap_ev": [6.84, 7.78],
  "multiplicity": 2,
  "total_charge": 2
}

=====

# 2
{
  "formula": "C48H39IrN6O4S",
  "method": "ωB97M-V/def2-TZVPD",
  "elements": ["Ir", "C", "C", "C", "C", "C", "C", "C", "C", "C", "C", "C", "N", "C", "C", "C", "C", "C", "C", "C", "C", "C", "C", "C", "C", "C", "N", "C", "C", "C", "C", "C", "C", "C", "C", "C", "C", "C", "C", "N", "C", "C", "N", "C", "C", "C", "C", "C", "C", "H", "H", "H", "H", "H", "H", "H", "H", "H", "H", "H", "H", "H", "H", "H", "H", "H", "H", "H", "H", "H", "H", "H", "H", "H", "H", "H", "H", "O", "S", "O", "O", "O", "N", "C", "C", "N", "C", "C", "H", "H", "H", "H", "H", "H", "H", "H", "H", "H", "H"],
  "xyz": [[0.33, 0.30, 0.70], [6.54, -3.17, -2.36], [6.60, -2.47, -1.17], [5.46, -1.89, -0.64], [4.23, -2.00, -1.30], [4.19, -2.71, -2.50], [5.33, -3.29, -3.02], [3.01, -1.37, -0.73], [2.45, -0.32, -1.46], [3.09, 0.32, -2.58], [2.34, 1.41, -2.90], [1.22, 1.43, -2.01], [1.29, 0.35, -1.16], [0.22, 2.41, -2.01], [-0.86, 2.44, -1.14], [-2.03, 3.27, -1.29], [-2.92, 2.88, -0.35], [-2.31, 1.81, 0.40], [-2.88, 1.18, 1.51], [-4.27, 1.59, 1.86], [-5.33, 1.25, 1.01], [-6.63, 1.62, 1.31], [-6.90, 2.34, 2.46], [-5.86, 2.71, 3.30], [-4.56, 2.34, 3.00], [-2.23, 0.26, 2.33], [-1.01, -0.31, 2.08], [-0.67, -1.03, 3.20], [0.48, -1.78, 3.37], [0.75, -2.38, 4.71], [0.18, -3.58, 5.12], [0.48, -4.09, 6.37], [1.33, -3.41, 7.22], [1.90, -2.21, 6.81], [1.61, -1.69, 5.56], [1.45, -1.97, 2.38], [2.48, -2.96, 2.43], [3.15, -2.89, 1.26], [2.56, -1.81, 0.50], [1.51, -1.29, 1.21], [-1.73, -0.95, 4.16], [-2.71, -0.20, 3.61], [-1.06, 1.58, -0.10], [0.30, 3.50, -3.02], [0.47, 4.82, -2.60], [0.53, 5.85, -3.52], [0.44, 5.58, -4.88], [0.27, 4.27, -5.31], [0.21, 3.24, -4.39], [7.43, -3.63, -2.77], [7.54, -2.36, -0.65], [5.50, -1.32, 0.28], [3.24, -2.80, -3.02], [5.27, -3.84, -3.96], [4.03, 0.02, -3.01], [2.55, 2.15, -3.65], [-2.14, 4.05, -2.02], [-3.90, 3.29, -0.16], [-5.11, 0.68, 0.12], [-7.43, 1.33, 0.64], [-7.92, 2.63, 2.70], [-6.06, 3.29, 4.19], [-3.74, 2.66, 3.64], [-0.49, -4.11, 4.45], [0.03, -5.03, 6.69], [1.56, -3.81, 8.20], [2.57, -1.67, 7.48], [2.04, -0.75, 5.22], [2.64, -3.65, 3.25], [3.97, -3.51, 0.93], [-1.72, -1.42, 5.13], [-3.65, 0.06, 4.05], [0.56, 5.02, -1.54], [0.67, 6.87, -3.18], [0.49, 6.39, -5.60], [0.20, 4.05, -6.37], [0.09, 2.22, -4.72], [2.27, 3.39, 2.63], [1.70, 2.09, 2.35], [0.19, 2.14, 2.28], [2.15, 1.03, 3.22], [1.99, 1.70, 0.87], [-2.16, -2.07, -4.34], [-2.38, -0.60, -4.06], [-2.42, -0.42, -2.55], [-1.28, -0.99, -1.91], [-0.98, -2.35, -2.22], [-0.88, -2.59, -3.72], [-2.18, -2.26, -5.34], [-2.94, -2.58, -3.92], [-3.30, -0.30, -4.57], [-1.53, -0.07, -4.50], [-3.35, -0.89, -2.16], [-2.48, 0.64, -2.32], [-0.46, -0.40, -1.80], [-1.76, -3.02, -1.81], [-0.04, -2.63, -1.75], [-0.78, -3.63, -4.01], [-0.07, -2.00, -4.15]],
  "lumo_ev": [-1.2, -1.2],
  "energy_ev": -81212.766,
  "homo_ev": [-6.37, -6.06],
  "orbital_gap_ev": [5.13, 4.82]
}

=====

Q: Which formula does entry 1 have?
A: C48H39F9FeN6OPS